[1]
ORCA calculation (the ωB97M-V functional and the def2-TZVPD basis) on a cluster of 12 separate species, C6H32O13 in total.

* highest occupied orbital energy: -9.619 eV
* Kohn-Sham gap: 9.452 eV
* structure (SMILES): C=C(C)CCC(=O)O.O.O.O.O.O.O.O.O.O.O.O
* energy above the lowest of the compared OMol25 structures with the same formula, charge and spin: 4.3232 eV
* E_tot: -1225.76641 hartree
* charge: 0
* largest force on an atom: 0.1507 Eh/bohr

Each atom is followed by the atoms it is bonded to, with distances in Å.
Element x y z (Å)
1 C 1.35 0.20 3.31  C2 1.314, H9 0.970, H10 1.149
2 C 1.86 0.60 2.17  C1 1.314, C3 1.509, C4 1.518
3 C 3.32 0.46 1.82  C2 1.509, H11 1.110, H12 1.169, H13 1.122
4 C 1.08 1.07 0.95  C2 1.518, C5 1.522, H14 1.176, H15 1.176
5 C 0.62 -0.11 0.10  C4 1.522, C6 1.561, H16 1.117, H17 1.180
6 C -0.70 0.11 -0.70  C5 1.561, O7 1.241, O8 1.443
7 O -1.59 -0.63 -1.12  C6 1.241
8 O -0.54 1.47 -1.16  C6 1.443, H18 0.943
9 H 1.72 0.06 4.20  C1 0.970
10 H 0.21 0.33 3.31  C1 1.149
11 H 3.68 -0.52 1.45  C3 1.110
12 H 3.49 1.22 0.95  C3 1.169
13 H 3.77 1.02 2.68  C3 1.122
14 H 1.56 1.98 0.38  C4 1.176
15 H 0.02 1.47 1.25  C4 1.176
16 H 0.25 -0.94 0.75  C5 1.117
17 H 1.44 -0.61 -0.59  C5 1.180
18 H -1.34 1.88 -1.43  O8 0.943
19 O 1.26 -3.90 1.52  H20 0.999, H21 1.001
20 H 1.30 -4.52 0.73  O19 0.999
21 H 1.67 -3.19 0.95  O19 1.001
22 O 1.88 2.86 -2.32  H23 1.012, H24 1.043
23 H 2.03 2.04 -1.74  O22 1.012
24 H 1.18 3.39 -1.75  O22 1.043
25 O -1.68 1.34 3.61  H26 0.920, H27 0.996
26 H -1.45 2.13 3.20  O25 0.920
27 H -2.13 0.85 2.88  O25 0.996
28 O -1.16 -2.72 1.34  H29 0.977, H30 1.028
29 H -1.56 -2.31 2.13  O28 0.977
30 H -0.28 -3.16 1.62  O28 1.028
31 O -3.02 0.54 -2.92  H32 1.022, H33 1.028
32 H -2.02 0.71 -2.77  O31 1.022
33 H -2.98 -0.49 -2.96  O31 1.028
34 O -3.15 1.51 1.53  H35 0.940, H36 1.037
35 H -4.08 1.48 1.58  O34 0.940
36 H -3.03 0.80 0.78  O34 1.037
37 O 2.21 -2.87 -1.16  H38 0.892, H39 0.970
38 H 3.05 -3.05 -0.92  O37 0.892
39 H 2.27 -2.35 -1.98  O37 0.970
40 O -3.28 -0.81 0.55  H41 0.947, H42 0.946
41 H -3.21 -1.69 0.88  O40 0.947
42 H -2.81 -0.84 -0.28  O40 0.946
43 O 0.21 3.75 0.11  H44 1.016, H45 0.911
44 H -0.46 3.00 0.27  O43 1.016
45 H 0.38 4.06 0.95  O43 0.911
46 O 2.80 -0.39 -2.92  H47 0.956, H48 0.895
47 H 2.79 0.57 -2.94  O46 0.956
48 H 2.50 -0.60 -3.74  O46 0.895
49 O -0.42 -1.84 -3.32  H50 0.927, H51 1.051
50 H -0.65 -0.94 -3.26  O49 0.927
51 H -0.74 -2.20 -2.39  O49 1.051

[2]
ORCA calculation (the ωB97M-V functional and the def2-TZVPD basis) on a cluster of 8 separate species, C10H36N13O8 in total.

* highest occupied orbital energy: -5.654 eV
* Kohn-Sham gap: 7.831 eV
* energy above the lowest of the compared OMol25 structures with the same formula, charge and spin: 1.3337 eV
* E_tot: -1716.48855 hartree
* charge: -1
* largest force on an atom: 0.1384 Eh/bohr

Each atom is followed by the atoms it is bonded to, with distances in Å.
Element x y z (Å)
1 O 1.66 1.08 0.72  H2 0.977
2 H 0.86 0.85 0.21  O1 0.977
3 C -2.99 -4.76 -2.01  C4 1.586, H9 1.090, H10 1.090, H11 1.090
4 C -3.85 -3.43 -1.97  C3 1.586, C5 1.525, N8 1.491, H12 1.090
5 C -4.98 -3.41 -0.94  C4 1.525, O6 1.438, H13 1.090, H14 1.090
6 O -6.06 -2.60 -1.43  C5 1.438, C7 1.460
7 C -7.35 -2.84 -0.79  O6 1.460, H15 1.090, H16 1.090, H17 1.090
8 N -3.00 -2.26 -1.62  C4 1.491, H18 1.010, H19 1.010
9 H -3.60 -5.67 -2.06  C3 1.090
10 H -2.18 -4.92 -1.30  C3 1.090
11 H -2.53 -4.72 -2.99  C3 1.090
12 H -4.31 -3.36 -2.95  C4 1.090
13 H -4.71 -3.11 0.07  C5 1.090
14 H -5.21 -4.47 -0.86  C5 1.090
15 H -7.43 -2.22 0.10  C7 1.090
16 H -7.55 -3.90 -0.65  C7 1.090
17 H -8.22 -2.54 -1.37  C7 1.090
18 H -2.77 -2.45 -0.65  N8 1.010
19 H -3.56 -1.42 -1.53  N8 1.010
20 C -0.61 -1.59 3.25  O21 1.213, N22 1.307, N23 1.302
21 O -1.34 -2.45 3.69  C20 1.213
22 N -0.92 -0.50 2.60  C20 1.307, H24 1.010, H25 1.010
23 N 0.69 -1.70 3.24  C20 1.302, H26 1.010, H27 1.010
24 H -0.10 -0.03 2.24  N22 1.010
25 H -1.88 -0.19 2.55  N22 1.010
26 H 1.10 -2.47 3.75  N23 1.010
27 H 1.15 -1.17 2.51  N23 1.010
28 C 2.25 -2.24 -3.48  O29 1.192, N30 1.315, N31 1.281
29 O 3.42 -2.12 -3.67  C28 1.192
30 N 1.48 -3.10 -4.11  C28 1.315, H32 1.010, H33 1.010
31 N 1.54 -1.53 -2.69  C28 1.281, H34 1.010, H35 1.010
32 H 0.48 -3.01 -4.08  N30 1.010
33 H 1.80 -3.75 -4.82  N30 1.010
34 H 0.58 -1.80 -2.55  N31 1.010
35 H 2.00 -0.93 -2.02  N31 1.010
36 C 5.84 -0.57 1.34  O37 1.193, N38 1.308, N39 1.263
37 O 6.83 -1.19 1.59  C36 1.193
38 N 4.69 -1.13 1.06  C36 1.308, H40 1.010, H41 1.010
39 N 5.68 0.67 1.49  C36 1.263, H42 1.010, H43 1.010
40 H 4.57 -2.13 1.13  N38 1.010
41 H 3.91 -0.50 0.98  N38 1.010
42 H 6.31 1.25 2.03  N39 1.010
43 H 4.73 0.96 1.33  N39 1.010
44 C -2.93 3.20 -0.30  O45 1.185, N46 1.328, N47 1.271
45 O -3.35 2.10 -0.21  C44 1.185
46 N -3.63 4.32 -0.44  C44 1.328, H48 1.010, H49 1.010
47 N -1.70 3.52 -0.43  C44 1.271, H50 1.010, H51 1.010
48 H -4.64 4.27 -0.45  N46 1.010
49 H -3.17 5.21 -0.47  N46 1.010
50 H -1.36 4.44 -0.65  N47 1.010
51 H -1.06 2.74 -0.35  N47 1.010
52 C 1.57 4.31 4.23  O53 1.180, N54 1.292, N55 1.299
53 O 1.82 5.20 4.96  C52 1.180
54 N 0.41 3.97 3.78  C52 1.292, H56 1.010, H57 1.010
55 N 2.43 3.46 3.76  C52 1.299, H58 1.010, H59 1.010
56 H 0.23 3.16 3.21  N54 1.010
57 H -0.30 4.66 4.03  N54 1.010
58 H 3.42 3.32 3.93  N55 1.010
59 H 1.97 2.82 3.13  N55 1.010
60 C 4.49 3.69 -1.89  O61 1.216, N62 1.302, N63 1.280
61 O 5.21 4.58 -2.28  C60 1.216
62 N 3.47 3.94 -1.11  C60 1.302, H64 1.010, H65 1.010
63 N 4.73 2.44 -2.06  C60 1.280, H66 1.010, H67 1.010
64 H 3.01 3.22 -0.57  N62 1.010
65 H 3.43 4.91 -0.82  N62 1.010
66 H 5.34 2.11 -2.80  N63 1.010
67 H 4.18 1.78 -1.53  N63 1.010

[3]
ORCA calculation (the ωB97M-V functional and the def2-TZVPD basis) on a cluster of 2 separate species, C2H7N2O in total.

* highest occupied orbital energy (spin up / spin down): -14.569 / -13.031 eV
* Kohn-Sham gap (spin up / spin down): 10.278 / 6.872 eV
* energy above the lowest of the compared OMol25 structures with the same formula, charge and spin: 8.6289 eV
* E_tot: -264.61408 hartree
* charge: +1
* largest force on an atom: 0.0832 Eh/bohr

Each atom is followed by the atoms it is bonded to, with distances in Å.
Element x y z (Å)
1 C -0.50 0.68 0.29  N3 1.382, N4 1.604, O5 1.292
2 C -0.44 -1.04 -2.13  H6 1.108, H7 1.038, H8 1.140
3 N -1.79 1.11 0.52  C1 1.382, O5 1.446, H9 0.995
4 N 0.77 1.42 0.93  C1 1.604, H10 1.090, H11 0.996, H12 1.010
5 O -1.15 -0.02 1.16  C1 1.292, N3 1.446
6 H 0.22 -0.56 -2.89  C2 1.108
7 H -1.46 -0.85 -2.06  C2 1.038
8 H -0.07 -1.91 -1.49  C2 1.140
9 H -2.08 1.78 1.20  N3 0.995
10 H 0.59 2.47 1.17  N4 1.090
11 H 1.54 1.45 0.30  N4 0.996
12 H 0.89 1.13 1.89  N4 1.010

[4]
ORCA calculation (the ωB97M-V functional and the def2-TZVPD basis) on a cluster of 4 separate species, C8H24IN2O3 in total.

* highest occupied orbital energy: -3.848 eV
* Kohn-Sham gap: 6.425 eV
* E_tot: -952.13443 hartree
* charge: -1
* largest force on an atom: 0.0474 Eh/bohr

Each atom is followed by the atoms it is bonded to, with distances in Å.
Element x y z (Å)
1 I -0.05 2.44 1.54  no bonds
2 C -2.28 -3.95 4.62  C3 1.551, H8 1.090, H9 1.090, H10 1.090
3 C -1.10 -3.03 4.23  C2 1.551, C4 1.562, N7 1.461, H11 1.090
4 C 0.35 -3.60 4.18  C3 1.562, O5 1.435, H12 1.090, H13 1.090
5 O 0.89 -4.06 5.43  C4 1.435, C6 1.422
6 C 0.96 -3.23 6.58  O5 1.422, H14 1.090, H15 1.090, H16 1.090
7 N -1.47 -2.27 3.03  C3 1.461, H17 1.010, H18 1.010
8 H -3.24 -3.47 4.83  C2 1.090
9 H -1.97 -4.68 5.37  C2 1.090
10 H -2.46 -4.64 3.79  C2 1.090
11 H -1.04 -2.29 5.02  C3 1.090
12 H 1.05 -2.84 3.82  C4 1.090
13 H 0.33 -4.37 3.42  C4 1.090
14 H 1.10 -3.89 7.43  C6 1.090
15 H 0.05 -2.64 6.73  C6 1.090
16 H 1.82 -2.57 6.45  C6 1.090
17 H -2.37 -1.91 3.30  N7 1.010
18 H -0.75 -1.57 2.92  N7 1.010
19 C 1.55 2.52 -4.34  C20 1.505, H25 1.090, H26 1.090, H27 1.090
20 C 0.20 2.97 -4.85  C19 1.505, C21 1.522, N24 1.427, H28 1.090
21 C 0.05 2.67 -6.33  C20 1.522, O22 1.447, H29 1.090, H30 1.090
22 O 1.00 3.31 -7.21  C21 1.447, C23 1.443
23 C 0.37 3.60 -8.47  O22 1.443, H31 1.090, H32 1.090, H33 1.090
24 N -0.75 2.40 -3.95  C20 1.427, H34 1.010, H35 1.010
25 H 1.54 1.46 -4.06  C19 1.090
26 H 1.76 3.04 -3.41  C19 1.090
27 H 2.38 2.74 -5.01  C19 1.090
28 H 0.17 4.05 -4.70  C20 1.090
29 H -0.99 2.88 -6.59  C21 1.090
30 H -0.11 1.60 -6.46  C21 1.090
31 H 1.05 3.92 -9.26  C23 1.090
32 H -0.39 4.38 -8.36  C23 1.090
33 H -0.06 2.69 -8.89  C23 1.090
34 H -0.34 1.51 -3.75  N24 1.010
35 H -0.70 2.74 -3.00  N24 1.010
36 O 1.38 1.10 5.49  H37 0.957, H38 0.957
37 H 1.32 1.31 4.56  O36 0.957
38 H 0.75 1.69 5.91  O36 0.957

Which of these has the highest largest force on an atom?
C6H32O13

The lowest largest force on an atom belongs to which entry?
C8H24IN2O3

Repeat the fourth record exactly.
ORCA calculation (the ωB97M-V functional and the def2-TZVPD basis) on a cluster of 4 separate species, C8H24IN2O3 in total.

* highest occupied orbital energy: -3.848 eV
* Kohn-Sham gap: 6.425 eV
* E_tot: -952.13443 hartree
* charge: -1
* largest force on an atom: 0.0474 Eh/bohr

Each atom is followed by the atoms it is bonded to, with distances in Å.
Element x y z (Å)
1 I -0.05 2.44 1.54  no bonds
2 C -2.28 -3.95 4.62  C3 1.551, H8 1.090, H9 1.090, H10 1.090
3 C -1.10 -3.03 4.23  C2 1.551, C4 1.562, N7 1.461, H11 1.090
4 C 0.35 -3.60 4.18  C3 1.562, O5 1.435, H12 1.090, H13 1.090
5 O 0.89 -4.06 5.43  C4 1.435, C6 1.422
6 C 0.96 -3.23 6.58  O5 1.422, H14 1.090, H15 1.090, H16 1.090
7 N -1.47 -2.27 3.03  C3 1.461, H17 1.010, H18 1.010
8 H -3.24 -3.47 4.83  C2 1.090
9 H -1.97 -4.68 5.37  C2 1.090
10 H -2.46 -4.64 3.79  C2 1.090
11 H -1.04 -2.29 5.02  C3 1.090
12 H 1.05 -2.84 3.82  C4 1.090
13 H 0.33 -4.37 3.42  C4 1.090
14 H 1.10 -3.89 7.43  C6 1.090
15 H 0.05 -2.64 6.73  C6 1.090
16 H 1.82 -2.57 6.45  C6 1.090
17 H -2.37 -1.91 3.30  N7 1.010
18 H -0.75 -1.57 2.92  N7 1.010
19 C 1.55 2.52 -4.34  C20 1.505, H25 1.090, H26 1.090, H27 1.090
20 C 0.20 2.97 -4.85  C19 1.505, C21 1.522, N24 1.427, H28 1.090
21 C 0.05 2.67 -6.33  C20 1.522, O22 1.447, H29 1.090, H30 1.090
22 O 1.00 3.31 -7.21  C21 1.447, C23 1.443
23 C 0.37 3.60 -8.47  O22 1.443, H31 1.090, H32 1.090, H33 1.090
24 N -0.75 2.40 -3.95  C20 1.427, H34 1.010, H35 1.010
25 H 1.54 1.46 -4.06  C19 1.090
26 H 1.76 3.04 -3.41  C19 1.090
27 H 2.38 2.74 -5.01  C19 1.090
28 H 0.17 4.05 -4.70  C20 1.090
29 H -0.99 2.88 -6.59  C21 1.090
30 H -0.11 1.60 -6.46  C21 1.090
31 H 1.05 3.92 -9.26  C23 1.090
32 H -0.39 4.38 -8.36  C23 1.090
33 H -0.06 2.69 -8.89  C23 1.090
34 H -0.34 1.51 -3.75  N24 1.010
35 H -0.70 2.74 -3.00  N24 1.010
36 O 1.38 1.10 5.49  H37 0.957, H38 0.957
37 H 1.32 1.31 4.56  O36 0.957
38 H 0.75 1.69 5.91  O36 0.957